This record from OMol25 describes a molecular structure, C14H24CoN4PS. The level of theory is wB97M-V/def2-TZVPD.

```
! RIJCOSX wB97M-V def2-TZVPD def2/J DEFGRID3
* xyz 1 4
Co -0.265 -0.229 -0.582
C -1.045 3.789 0.761
C -1.047 2.358 0.350
N 0.000 1.641 0.173
N 1.246 2.184 0.298
C 2.138 1.473 -0.356
N 3.411 1.892 -0.288
S 1.862 0.046 -1.348
C -2.331 1.658 0.053
C -3.558 2.214 0.380
C -4.719 1.535 0.042
C -4.626 0.321 -0.618
C -3.367 -0.175 -0.906
N -2.246 0.469 -0.583
H -0.030 4.176 0.733
H -1.428 3.893 1.779
H -1.683 4.382 0.105
H 3.621 2.725 0.236
H 4.128 1.446 -0.828
H -3.602 3.165 0.890
H -5.685 1.953 0.291
H -5.505 -0.235 -0.908
H -3.245 -1.118 -1.424
C 1.516 -3.103 1.841
C 1.155 -3.376 0.386
P -0.375 -2.550 -0.148
C -1.674 -3.091 1.019
C -1.867 -4.584 1.277
C -0.674 -3.202 -1.839
C -1.220 -4.619 -1.992
H 2.452 -3.598 2.096
H 0.755 -3.472 2.529
H 1.645 -2.034 2.017
H 1.063 -4.447 0.183
H 1.937 -2.992 -0.275
H -2.609 -2.607 0.723
H -1.386 -2.593 1.950
H -2.421 -5.070 0.479
H -2.421 -4.730 2.203
H -0.915 -5.104 1.386
H 0.308 -3.123 -2.318
H -1.306 -2.490 -2.379
H -0.660 -5.336 -1.392
H -1.154 -4.936 -3.032
H -2.266 -4.679 -1.696
*
```

## Properties
HOMO energy (spin up / spin down) = -11.14 / -11.27 eV
Strongest force on any atom = 0.37 eV/A
Expectation value of S² = 3.763
ΔE to the lowest compared entry with this formula, charge and spin = 0.0 kcal per mole
Frontier orbital gap (spin up / spin down) = 0.283 / 0.273 Eh

Here are the natural (NBO) charges for atoms 1 to 8, given in e: 1.21, -0.69, 0.25, -0.36, -0.44, 0.32, -0.77, -0.40